Record 1
The following is a DFT calculation (ωB97M-V/def2-TZVPD) of a molecular structure, C16H27Si.

The value obtained for the max |F| is 2.3 eV/Å. The value obtained for the LUMO energy is -5.04 eV. The total charge is +1. For the relative energy (zero: lowest compared OMol25 entry of this formula, charge and spin), the calculation gives 1.789 eV.

Last column: natural (NBO) charge in e.
Atoms and positions in Å:
C  -0.361  2.274  0.474  -0.64
C  0.037  0.985  -0.227  -0.35
C  -0.851  0.693  -1.271  0.07
C  -0.634  -0.226  -2.449  -0.90
Si  -2.083  -1.502  -2.627  1.63
C  -1.729  -2.766  -3.979  -1.11
C  -2.133  -2.330  -0.927  -1.11
C  -3.737  -0.680  -3.020  -1.12
H  0.186  2.554  1.388  0.23
H  -0.210  3.064  -0.290  0.24
H  -1.432  2.215  0.696  0.22
H  1.136  0.629  -0.330  0.31
H  -1.770  1.339  -1.345  0.22
H  -0.738  0.377  -3.367  0.28
H  0.316  -0.788  -2.483  0.25
H  -2.426  -3.614  -3.889  0.26
H  -1.849  -2.335  -4.984  0.25
H  -0.705  -3.156  -3.896  0.24
H  -3.012  -2.996  -0.850  0.26
H  -1.217  -2.928  -0.768  0.24
H  -2.195  -1.562  -0.136  0.22
H  -4.554  -1.401  -2.839  0.26
H  -3.918  0.204  -2.389  0.23
H  -3.793  -0.365  -4.076  0.25
C  1.301  -1.309  0.871  -0.68
C  0.821  0.072  1.415  0.37
C  -0.493  0.042  2.147  -0.69
C  1.909  0.885  2.013  -0.20
C  1.618  1.908  2.963  -0.16
C  2.680  2.526  3.586  -0.20
C  4.004  2.291  3.202  -0.14
C  4.260  1.282  2.272  -0.20
C  3.247  0.636  1.605  -0.15
H  2.080  -1.248  0.097  0.23
H  1.674  -1.903  1.727  0.26
H  0.453  -1.775  0.375  0.23
H  -0.901  1.021  2.450  0.24
H  -1.236  -0.405  1.471  0.24
H  -0.347  -0.591  3.027  0.26
H  0.589  2.103  3.275  0.23
H  2.456  3.203  4.422  0.24
H  4.822  2.761  3.737  0.24
H  5.291  0.961  2.065  0.24
H  3.446  -0.145  0.866  0.22


Record 2
The following is a DFT calculation (ωB97M-V/def2-TZVPD) of a single C2H3N3O molecule.

The value obtained for the max |F| is 3.1 eV/Å. The value obtained for the LUMO energy is 0.93 eV. For the relative energy (zero: lowest compared OMol25 entry of this formula, charge and spin), the calculation gives 3.990 eV.

Last column: natural (NBO) charge in e.
Atoms and positions in Å:
O  -2.086  -0.427  -0.005  -0.65
C  -0.783  -0.097  0.003  0.41
N  0.145  -1.018  0.127  -0.32
N  1.288  -0.326  0.101  -0.17
N  1.144  0.966  0.167  -0.23
C  -0.181  1.240  -0.002  -0.28
H  -2.156  -1.396  0.028  0.50
H  2.157  -0.734  0.388  0.40
H  0.471  1.791  -0.807  0.34


Record 3
The following is a DFT calculation (ωB97M-V/def2-TZVPD) of a molecular structure, C11H16Cl3F3O4ReS.

Its spin multiplicity is 4. The value obtained for the max |F| is 7.3 eV/Å. The value obtained for the LUMO energy (alpha / beta) is 4.78 / 4.77 eV. The total charge is -2.

Last column: Löwdin spin population.
Atoms and positions in Å:
C  -1.153  0.866  -1.359  0.27
C  -1.396  -0.593  -1.142  -0.01
C  -0.105  -1.250  -1.311  0.01
C  -2.727  -1.185  -1.366  0.00
C  0.877  -0.152  -1.611  0.26
C  0.194  1.058  -1.644  0.00
C  0.793  2.378  -2.052  -0.01
C  -2.192  1.900  -1.445  0.05
C  0.128  -2.654  -1.714  0.02
C  2.274  -0.349  -1.994  0.05
Re  -0.530  -1.355  0.810  1.85
Cl  -1.509  -3.162  1.185  0.26
Cl  -1.975  0.252  1.622  0.07
Cl  1.711  -1.954  0.949  0.07
H  -3.512  -0.648  -0.772  0.00
H  -2.773  -2.257  -1.102  0.00
H  -3.007  -1.104  -2.443  0.00
H  -0.615  -3.344  -1.260  0.00
H  1.140  -3.000  -1.396  0.00
H  0.042  -2.750  -2.819  0.00
H  2.512  -1.408  -2.130  0.00
H  2.937  0.067  -1.215  0.02
H  2.531  0.176  -2.938  0.01
H  1.334  2.811  -1.195  0.00
H  0.028  3.096  -2.383  0.00
H  1.490  2.276  -2.904  0.00
H  -2.937  1.775  -0.651  0.01
H  -2.732  1.882  -2.407  0.02
H  -1.737  2.904  -1.368  0.00
O  1.543  3.088  1.651  0.00
H  0.863  2.186  1.787  0.00
F  -0.336  0.306  5.528  0.00
C  0.820  0.660  4.934  0.00
F  0.627  1.832  4.257  0.00
F  1.772  0.837  5.874  0.00
S  1.350  -0.625  3.675  0.01
O  1.636  -1.763  4.521  0.01
O  0.146  -0.806  2.804  0.04
O  2.488  0.012  3.024  0.00